Run 1
# C2H10N4O

One molecule with the formula C2H10N4O (ωB97M-V/def2-TZVPD, the OMol25 dataset).

Values from the calculation:
gap between HOMO and LUMO	0.3711	hartree
SMILES string	C[C@@H](N)N(N)ON

CARTESIAN COORDINATES (ANGSTROEM)
C: 0.173 -1.489 -1.107
C: 0.592 -0.576 0.041
N: 1.963 -0.028 -0.268
N: -0.244 0.619 0.159
N: 0.248 1.500 1.181
O: -1.564 0.020 0.581
N: -2.681 0.840 0.197
H: -0.790 -1.964 -0.894
H: 0.083 -0.934 -2.047
H: 0.911 -2.283 -1.261
H: 0.656 -1.139 0.978
H: 2.645 -0.774 -0.390
H: 1.885 0.537 -1.112
H: 1.187 1.801 0.900
H: 0.269 1.008 2.077
H: -2.117 1.669 -0.023
H: -3.216 1.191 0.988

---

Run 2
# C2H10N4O

C2H10N4O as an isolated structure (ωB97M-V/def2-TZVPD, the OMol25 dataset).

Values from the calculation:
gap between HOMO and LUMO (alpha / beta)	0.2924 / 0.2919	hartree

CARTESIAN COORDINATES (ANGSTROEM)
C: -0.589 1.549 0.974
C: 0.785 -1.471 -1.643
N: 0.325 0.644 1.560
N: -0.689 -0.410 -0.941
N: 1.602 1.104 1.539
N: -1.795 -1.116 -0.493
O: 0.360 -0.703 -0.059
H: 1.905 1.546 0.669
H: 2.244 0.377 1.825
H: -1.706 -1.357 0.492
H: -2.644 -0.604 -0.706
H: -1.551 1.492 1.489
H: -0.234 2.584 0.945
H: -0.797 1.233 -0.095
H: 1.064 -0.719 -2.371
H: 0.079 -2.206 -2.018
H: 1.641 -1.942 -1.167

---

Run 3
# C2H10N4O

A 2-piece molecular cluster, C2H10N4O overall (ωB97M-V/def2-TZVPD, the OMol25 dataset).

Values from the calculation:
gap between HOMO and LUMO	0.3218	hartree

CARTESIAN COORDINATES (ANGSTROEM)
C: -0.916 -1.717 -0.347
C: -0.322 1.796 0.573
N: 0.340 2.728 -0.355
N: -2.263 0.099 0.561
N: -0.168 0.478 0.164
N: -1.116 -0.368 0.251
O: 3.137 -1.270 -0.124
H: 0.002 -2.252 0.060
H: -1.900 -2.329 -0.276
H: -0.564 -1.541 -1.419
H: -1.416 2.027 0.565
H: 0.141 1.908 1.475
H: 1.375 2.561 -0.129
H: 3.958 -1.720 -0.374
H: -2.911 -0.684 0.747
H: 0.131 2.283 -1.305
H: 2.489 -1.998 -0.068

---

It is run 3 that is most stable; the runner-up trails by 12.2 kcal/mol.

---

Run 1
# C2H4N4OS

One molecule with the formula C2H4N4OS (ωB97M-V/def2-TZVPD, the OMol25 dataset).

Values from the calculation:
gap between HOMO and LUMO	0.3545	hartree
SMILES string	Cn1nnc(=O)n1S

CARTESIAN COORDINATES (ANGSTROEM)
C: -1.670 0.121 -0.576
N: -0.455 -0.383 0.042
N: -0.546 -1.045 1.181
N: 0.518 -0.941 1.873
C: 1.419 -0.075 1.203
O: 2.540 0.228 1.480
N: 0.692 0.378 0.066
S: 1.384 1.047 -1.321
H: -2.449 -0.605 -0.407
H: -1.498 0.238 -1.649
H: -1.979 1.076 -0.150
H: 2.043 -0.038 -1.742

---

Run 2
# C2H4N4OS

One molecule with the formula C2H4N4OS (ωB97M-V/def2-TZVPD, the OMol25 dataset).

Values from the calculation:
gap between HOMO and LUMO	0.3102	hartree
SMILES string	On1[nH]nc/c1=N/S

CARTESIAN COORDINATES (ANGSTROEM)
O: 0.867 1.004 1.350
N: 0.696 -0.225 0.680
N: 0.314 -1.422 1.247
N: -0.844 -1.874 0.651
C: -1.188 -1.171 -0.352
C: -0.159 -0.114 -0.492
N: -0.165 0.847 -1.280
S: 1.005 2.002 -1.279
H: 0.007 1.406 1.475
H: 0.995 -1.914 1.546
H: -2.087 -1.129 -1.101
H: 0.558 2.589 -2.445

---

It is run 1 that is most stable; the runner-up trails by 70.2 kcal/mol.

---

Run 1
# C2H14N2O3

A 4-piece molecular cluster, C2H14N2O3 overall (ωB97M-V/def2-TZVPD, the OMol25 dataset).

Values from the calculation:
gap between HOMO and LUMO	0.3705	hartree
SMILES string	NCCN.O.O.O

CARTESIAN COORDINATES (ANGSTROEM)
N: 0.631 -1.040 1.304
C: -0.229 0.179 1.114
C: 0.609 1.385 0.775
N: -0.087 2.543 0.143
H: 0.852 -0.961 2.295
H: -0.051 -1.784 1.240
H: -1.119 -0.074 0.536
H: -0.749 0.445 2.058
H: 1.418 1.073 0.109
H: 1.123 1.763 1.669
H: 0.693 3.133 -0.113
H: -0.605 3.011 0.873
O: 1.078 1.810 -2.486
H: 0.465 1.309 -1.924
H: 0.760 1.737 -3.369
O: -2.331 -2.937 0.251
H: -2.781 -3.656 -0.189
H: -1.836 -3.334 0.972
O: 0.542 -1.698 -2.105
H: 0.295 -1.799 -1.187
H: 1.320 -1.104 -1.966

---

Run 2
# C2H14N2O3

A 4-piece molecular cluster, C2H14N2O3 overall (ωB97M-V/def2-TZVPD, the OMol25 dataset).

Values from the calculation:
gap between HOMO and LUMO	0.3726	hartree
SMILES string	NCCN.O.O.O

CARTESIAN COORDINATES (ANGSTROEM)
N: -0.575 -0.499 -2.433
C: 0.594 0.173 -1.811
C: 0.160 1.407 -1.042
N: -0.678 1.128 0.141
H: -1.279 -0.688 -1.735
H: -0.245 -1.385 -2.798
H: 1.226 0.480 -2.648
H: 1.220 -0.525 -1.243
H: 1.063 1.968 -0.791
H: -0.455 1.972 -1.753
H: -1.047 1.995 0.496
H: -1.342 0.422 -0.119
O: -3.064 -2.156 1.220
H: -2.658 -2.376 2.061
H: -2.401 -2.094 0.531
O: 2.423 0.408 1.427
H: 1.692 0.547 0.815
H: 3.215 0.533 0.895
O: 0.433 -0.649 2.799
H: 0.371 0.262 3.092
H: 1.346 -0.926 2.893

---

It is run 2 that is most stable; the runner-up trails by 4.2 kcal/mol.

---

Run 1
# C5H8FNS

One molecule with the formula C5H8FNS (ωB97M-V/def2-TZVPD, the OMol25 dataset).

Values from the calculation:
gap between HOMO and LUMO	0.3464	hartree
SMILES string	C/C=C(F)\C(C)=N/S

CARTESIAN COORDINATES (ANGSTROEM)
C: 0.995 -1.219 1.455
C: -0.454 -1.094 1.149
C: -1.036 -0.311 0.207
F: -2.399 -0.230 0.201
C: -0.312 0.619 -0.682
C: -0.772 2.104 -0.646
N: 0.649 0.343 -1.492
S: 1.027 -1.233 -1.811
H: 1.135 -1.253 2.557
H: 1.413 -2.193 1.104
H: 1.577 -0.413 1.007
H: -1.067 -1.575 1.866
H: 0.074 2.576 -1.248
H: -0.809 2.449 0.366
H: -1.775 2.316 -1.130
H: 1.754 -0.887 -2.902

---

Run 2
# C5H8FNS

A 2-piece molecular cluster, C5H8FNS overall (ωB97M-V/def2-TZVPD, the OMol25 dataset).

Values from the calculation:
gap between HOMO and LUMO	0.2958	hartree

CARTESIAN COORDINATES (ANGSTROEM)
C: -0.830 -0.448 -1.423
C: -0.298 1.599 0.145
C: -0.465 0.866 1.326
C: 0.268 -0.260 1.347
C: 1.250 -1.153 0.506
H: -0.154 -1.278 -1.905
H: -1.040 -1.083 -0.517
H: -1.853 -0.445 -2.118
H: -0.420 1.390 -1.978
H: -0.997 1.516 2.229
H: 0.117 -0.801 2.194
H: 2.045 -1.769 1.576
H: 0.739 -2.089 -0.157
N: -0.515 0.902 -1.023
F: 1.829 -0.140 -0.415
S: 0.322 3.192 0.214

---

Run 3
# C5H8FNS

One molecule with the formula C5H8FNS (ωB97M-V/def2-TZVPD, the OMol25 dataset).

Values from the calculation:
gap between HOMO and LUMO	0.2724	hartree
SMILES string	C/C(N)=C/C(=S)CF

CARTESIAN COORDINATES (ANGSTROEM)
C: -0.202 2.115 1.084
C: 0.100 0.835 0.227
N: 1.051 0.954 -0.584
C: -0.927 -0.206 0.441
C: -0.851 -1.568 -0.068
S: -1.770 -2.635 0.902
C: 0.248 -2.138 -1.064
F: 0.542 -1.316 -2.127
H: 0.732 2.292 1.551
H: -0.484 3.005 0.286
H: -0.860 1.990 1.942
H: 1.155 0.262 -1.237
H: 1.879 1.712 -0.655
H: -1.679 0.014 1.279
H: 1.152 -2.129 -0.515
H: -0.085 -3.189 -1.462

---

It is run 1 that is most stable; the runner-up trails by 25.5 kcal/mol.

---

Run 1
# C5H5NO3

One molecule with the formula C5H5NO3 (ωB97M-V/def2-TZVPD, the OMol25 dataset).

Values from the calculation:
gap between HOMO and LUMO	0.3699	hartree
SMILES string	Oc1oncc1[C@@H]1CO1

CARTESIAN COORDINATES (ANGSTROEM)
O: -0.528 2.252 -0.074
C: -1.082 0.905 0.032
O: -2.455 0.852 0.091
N: -2.951 -0.340 -0.050
C: -1.804 -1.191 0.025
C: -0.613 -0.298 -0.011
C: 0.877 -0.481 -0.464
C: 2.081 -0.368 0.448
O: 1.652 0.693 -0.357
H: 0.619 2.027 0.216
H: -2.042 -2.137 -0.412
H: 1.258 -0.644 -1.539
H: 2.969 -1.031 0.343
H: 2.017 -0.239 1.753

---

Run 2
# C5H5NO3

One molecule with the formula C5H5NO3 (ωB97M-V/def2-TZVPD, the OMol25 dataset).

Values from the calculation:
gap between HOMO and LUMO	0.3768	hartree
SMILES string	O=CC1(C=O)N=CCO1

CARTESIAN COORDINATES (ANGSTROEM)
O: 0.943 -2.246 -0.991
C: 1.193 -1.322 -0.289
C: 0.072 -0.475 0.421
C: -0.644 -1.082 1.557
O: -1.734 -0.804 1.839
N: 0.685 0.821 0.734
C: 0.204 1.677 -0.072
C: -0.688 1.120 -1.078
O: -0.953 -0.196 -0.570
H: 2.159 -0.872 -0.249
H: -0.032 -1.985 2.038
H: 0.598 2.773 0.003
H: -1.700 1.473 -1.428
H: -0.105 1.119 -1.917

---

It is run 2 that is most stable; the runner-up trails by 86.9 kcal/mol.

---

Run 1
# CH2Cl2S2

One molecule with the formula CH2Cl2S2 (ωB97M-V/def2-TZVPD, the OMol25 dataset).

Values from the calculation:
gap between HOMO and LUMO	0.3365	hartree
SMILES string	SSC(Cl)Cl

CARTESIAN COORDINATES (ANGSTROEM)
S: 1.903 -0.960 0.621
S: 0.274 -1.361 -0.605
C: -0.843 0.505 -0.482
Cl: -0.006 1.647 -1.499
Cl: -1.062 0.875 1.104
H: 1.340 -0.878 1.934
H: -1.607 0.172 -1.072

---

Run 2
# CH2Cl2S2

A 2-piece molecular cluster, CH2Cl2S2 overall (ωB97M-V/def2-TZVPD, the OMol25 dataset).

Values from the calculation:
gap between HOMO and LUMO (alpha / beta)	0.2989 / 0.2051	hartree

CARTESIAN COORDINATES (ANGSTROEM)
C: -1.146 0.017 0.142
S: -0.088 -1.083 0.800
S: 1.543 2.096 -0.542
Cl: 0.163 -2.421 -0.676
Cl: 2.356 0.557 0.442
H: -1.339 0.906 0.704
H: -1.489 -0.072 -0.870

---

It is run 1 that is most stable; the runner-up trails by 42.1 kcal/mol.